## P
ORCA calculation (ωB97M-V/def2-TZVPD) on a 2-piece molecular cluster, C4H12N2Si overall.

Atoms and positions in Å:
C -1.319 2.128 -2.388
C 0.667 1.293 1.793
N -0.595 -2.734 0.099
H 0.329 1.757 2.644
H 2.363 -0.378 -0.226
H -0.925 3.004 -1.828
H -1.594 -2.745 0.054
C -0.053 -0.090 1.660
H -0.305 -3.554 -0.361
H -1.284 0.101 -3.116
H 0.432 1.888 1.011
H 1.663 1.206 1.766
H 0.171 -0.744 2.511
C -1.018 0.854 -2.235
H -1.855 2.465 -3.222
H 2.473 -2.064 0.250
N 1.898 -1.335 -0.261
Si 0.140 -1.196 0.109
H -1.187 0.144 1.740

## Properties
net charge: 0
HOMO level (spin up / spin down): -7.79 / -6.68 eV

The net atomic charges from Mulliken, expressed in e, are: number 1, C, carries -0.61; number 2, C, carries -1.50; number 3, N, carries -0.37; number 4, H, carries 0.42; number 5, H, carries 0.24; number 6, H, carries 0.19; number 7, H, carries 0.22; number 8, C, carries -0.33; number 9, H, carries 0.23; number 10, H, carries 0.15; number 11, H, carries 0.39; number 12, H, carries 0.46; number 13, H, carries 0.39; number 14, C, carries -0.29; number 15, H, carries 0.28; number 16, H, carries 0.25; number 17, N, carries -0.57; number 18, Si, carries 0.20; number 19, H, carries 0.26

## Q
ORCA calculation (ωB97M-V/def2-TZVPD) on a 2-piece molecular cluster, C4H12N2Si overall.

Atoms and positions in Å:
C 1.839 -1.526 2.229
H 1.311 -1.593 -0.698
H 0.167 -0.838 -1.770
H 1.931 -2.232 1.435
Si 0.958 0.481 0.259
H -3.826 1.560 -0.515
C -3.116 0.930 -0.881
H 1.979 -0.488 -1.890
H -2.736 -0.990 -1.538
H 1.149 2.959 0.352
H 1.699 0.425 2.456
H -4.529 -0.920 -1.429
C 1.130 -0.622 -1.225
H 1.687 -2.095 3.097
H -1.985 1.032 -0.884
C -3.615 -0.296 -1.274
H 2.620 2.414 0.045
N 1.729 2.077 0.465
N 1.610 -0.276 1.767

## Properties
net charge: 0
HOMO level (spin up / spin down): -6.78 / -6.53 eV

The net atomic charges from Mulliken, expressed in e, are: number 1, C, carries -0.47; number 2, H, carries 0.17; number 3, H, carries 0.24; number 4, H, carries 0.18; number 5, Si, carries 0.02; number 6, H, carries 0.30; number 7, C, carries -0.32; number 8, H, carries 0.36; number 9, H, carries 0.09; number 10, H, carries 0.25; number 11, H, carries 0.24; number 12, H, carries 0.27; number 13, C, carries -0.79; number 14, H, carries 0.31; number 15, H, carries 0.01; number 16, C, carries -0.39; number 17, H, carries 0.22; number 18, N, carries -0.56; number 19, N, carries -0.12

Top of the stability list: P, leading by 0.171 eV.

## P
ORCA calculation (ωB97M-V/def2-TZVPD) on a 2-piece molecular cluster, C6H12N2O3 overall.

Atoms and positions in Å:
H 0.621 -1.087 -2.778
C -1.327 2.116 0.038
C -0.716 -0.292 -0.616
H -2.064 2.986 -0.215
H 2.216 -1.921 -0.016
H 3.045 0.975 0.525
H -0.084 -1.115 2.252
O -2.774 0.755 -1.231
C 1.986 0.832 0.529
C -0.423 -1.472 -0.968
H -1.493 1.955 1.107
C 1.282 -0.467 1.035
H 1.637 1.685 1.144
O -0.564 -2.659 -0.217
H -3.034 -0.062 -1.562
H -0.024 0.612 2.229
H -0.227 -3.360 -0.729
H -0.242 2.537 -0.044
O 0.262 -1.801 -2.128
C -1.557 0.758 -0.615
N 0.401 -0.261 2.027
H 1.529 0.946 -0.490
N 1.548 -1.660 0.723

## Properties
net charge: 0
HOMO level: -8.42 eV

The net atomic charges from Mulliken, expressed in e, are: number 1, H, carries 0.36; number 2, C, carries -0.99; number 3, C, carries -0.04; number 4, H, carries 0.32; number 5, H, carries 0.23; number 6, H, carries 0.38; number 7, H, carries 0.30; number 8, O, carries -0.51; number 9, C, carries -0.99; number 10, C, carries 0.12; number 11, H, carries 0.21; number 12, C, carries 0.55; number 13, H, carries 0.26; number 14, O, carries -0.39; number 15, H, carries 0.31; number 16, H, carries 0.18; number 17, H, carries 0.33; number 18, H, carries 0.20; number 19, O, carries -0.60; number 20, C, carries 0.70; number 21, N, carries -0.40; number 22, H, carries 0.19; number 23, N, carries -0.71

## Q
ORCA calculation (ωB97M-V/def2-TZVPD) on a 2-piece molecular cluster, C6H12N2O3 overall.

Atoms and positions in Å:
C -2.103 0.261 0.146
N -0.562 -0.678 -1.259
C 1.314 -1.387 0.013
C 1.301 0.935 -1.156
H 1.913 -0.887 0.773
H 0.580 -2.042 0.467
H 1.961 -1.979 -0.643
H 0.255 3.788 1.604
C -0.066 2.756 1.549
H 1.141 1.717 -0.415
O -1.537 0.411 -1.089
H -0.097 -4.079 -1.301
H -1.268 2.972 -0.143
N -1.936 1.327 1.052
H 2.366 0.742 -1.285
C 0.609 -0.359 -0.829
O -2.742 -0.703 0.450
O 0.439 -4.601 -0.693
C -1.074 2.399 0.756
H 0.472 2.039 2.162
H 0.920 1.312 -2.104
H -1.705 0.929 1.955
H -0.180 -4.873 -0.009

## Properties
net charge: 0
HOMO level: -9.30 eV

The net atomic charges from Mulliken, expressed in e, are: number 1, C, carries 0.54; number 2, N, carries -0.56; number 3, C, carries -1.22; number 4, C, carries -1.12; number 5, H, carries 0.38; number 6, H, carries 0.34; number 7, H, carries 0.32; number 8, H, carries 0.27; number 9, C, carries -0.75; number 10, H, carries 0.19; number 11, O, carries -0.28; number 12, H, carries 0.33; number 13, H, carries 0.36; number 14, N, carries -0.24; number 15, H, carries 0.41; number 16, C, carries 1.10; number 17, O, carries -0.53; number 18, O, carries -0.66; number 19, C, carries -0.08; number 20, H, carries 0.27; number 21, H, carries 0.32; number 22, H, carries 0.31; number 23, H, carries 0.31

Top of the stability list: P, leading by 0.088 eV.

## P
ORCA calculation (ωB97M-V/def2-TZVPD) on a 3-piece molecular cluster, CH6O3 overall.

Atoms and positions in Å:
O 1.253 -2.327 0.820
C -1.332 -0.435 -0.611
H 0.871 -1.462 0.510
H -1.644 -1.494 -0.629
H 0.730 3.149 0.257
H -2.044 0.325 -1.079
H 0.112 1.770 -0.043
H 2.173 -2.200 0.755
O -0.290 -0.097 -0.089
O 0.012 2.740 -0.245

## Properties
net charge: 0
HOMO level: -11.14 eV

The net atomic charges from Mulliken, expressed in e, are: number 1, O, carries -0.63; number 2, C, carries -0.11; number 3, H, carries 0.39; number 4, H, carries 0.28; number 5, H, carries 0.33; number 6, H, carries 0.25; number 7, H, carries 0.38; number 8, H, carries 0.32; number 9, O, carries -0.58; number 10, O, carries -0.63

## Q
ORCA calculation (ωB97M-V/def2-TZVPD) on a 3-piece molecular cluster, CH6O3 overall.

Atoms and positions in Å:
O 2.598 0.342 -3.004
H 2.854 -0.100 -2.199
H -1.194 -3.137 -2.750
O -1.136 4.547 5.188
H 3.348 0.474 -3.580
H -2.229 -3.844 -1.333
H -0.252 4.791 4.894
C -1.353 -3.273 -1.668
H -1.702 5.012 4.567
O -0.546 -2.803 -0.920

## Properties
net charge: 0
HOMO level: -10.20 eV

The net atomic charges from Mulliken, expressed in e, are: number 1, O, carries -0.64; number 2, H, carries 0.32; number 3, H, carries 0.22; number 4, O, carries -0.64; number 5, H, carries 0.32; number 6, H, carries 0.23; number 7, H, carries 0.32; number 8, C, carries -0.07; number 9, H, carries 0.32; number 10, O, carries -0.37

Top of the stability list: P, leading by 0.311 eV.

## P
ORCA calculation (ωB97M-V/def2-TZVPD) on a 2-piece molecular cluster, C4H8N2O2S overall.

Atoms and positions in Å:
N 1.807 -0.014 -1.909
C -0.557 -0.052 1.310
H -1.630 -0.149 1.105
H -0.285 -0.259 2.458
H 0.973 -1.288 0.824
H 1.294 0.307 -2.705
C 3.691 -0.170 0.633
H -0.362 -1.828 0.152
O 3.104 -0.744 1.496
H -0.628 2.199 1.545
O 4.345 0.269 -0.230
H 0.977 1.385 1.471
C 1.655 0.446 -0.710
C -0.007 1.367 1.138
S 0.473 1.753 -0.610
N 0.116 -0.951 0.439
H 2.806 -0.425 -2.077

## Properties
net charge: 0
HOMO level: -7.63 eV

The net atomic charges from Mulliken, expressed in e, are: number 1, N, carries -0.27; number 2, C, carries -0.35; number 3, H, carries 0.36; number 4, H, carries 0.18; number 5, H, carries 0.22; number 6, H, carries 0.20; number 7, C, carries 0.96; number 8, H, carries 0.21; number 9, O, carries -0.48; number 10, H, carries 0.39; number 11, O, carries -0.44; number 12, H, carries 0.23; number 13, C, carries -0.18; number 14, C, carries -0.59; number 15, S, carries -0.25; number 16, N, carries -0.43; number 17, H, carries 0.26

## Q
ORCA calculation (ωB97M-V/def2-TZVPD) on a 2-piece molecular cluster, C4H8N2O2S overall.

Atoms and positions in Å:
C -0.792 0.974 0.243
H 1.723 2.106 0.171
H -1.839 0.385 -3.251
H -1.475 0.475 0.939
O -1.395 -2.001 2.286
H 2.531 0.547 -0.090
C -1.538 0.546 -2.259
H 1.369 1.161 -1.302
C -1.233 0.761 -1.122
H -0.790 2.052 0.470
H 1.013 -2.144 -0.066
N 0.107 -2.348 0.329
H -0.636 -1.925 -0.214
O 0.812 0.065 1.695
C 1.600 1.093 -0.240
N 0.534 0.378 0.427
S 0.008 -2.125 1.985

## Properties
net charge: 0
HOMO level (spin up / spin down): -7.50 / -8.45 eV

The net atomic charges from Mulliken, expressed in e, are: number 1, C, carries -0.80; number 2, H, carries 0.32; number 3, H, carries 0.42; number 4, H, carries 0.34; number 5, O, carries -0.47; number 6, H, carries 0.29; number 7, C, carries -0.05; number 8, H, carries 0.33; number 9, C, carries -0.28; number 10, H, carries 0.36; number 11, H, carries 0.31; number 12, N, carries -0.53; number 13, H, carries 0.31; number 14, O, carries -0.59; number 15, C, carries -1.00; number 16, N, carries 0.43; number 17, S, carries 0.61

Top of the stability list: P, leading by 3.557 eV.

## P
ORCA calculation (ωB97M-V/def2-TZVPD) on an isolated molecule of C2H4O3.

Atoms and positions in Å:
H -0.513 1.035 -1.397
O 0.216 -0.818 1.345
C -0.763 0.724 -0.446
H -1.163 1.352 0.248
H 0.684 -1.629 1.583
H -1.690 0.105 -0.491
C 0.441 -0.196 0.154
O 1.679 0.288 -0.196
O 1.108 -0.860 -0.801

## Properties
net charge: 0
HOMO level: -10.31 eV

The net atomic charges from Mulliken, expressed in e, are: number 1, H, carries 0.31; number 2, O, carries -0.50; number 3, C, carries -1.10; number 4, H, carries 0.38; number 5, H, carries 0.34; number 6, H, carries 0.30; number 7, C, carries 0.88; number 8, O, carries -0.30; number 9, O, carries -0.32

## Q
ORCA calculation (ωB97M-V/def2-TZVPD) on an isolated molecule of C2H4O3.

Atoms and positions in Å:
C -0.175 0.635 -0.209
O -1.255 0.613 0.683
H -0.778 -1.388 0.284
O 1.140 0.613 0.328
H 2.630 -0.393 0.561
H -0.265 1.574 -0.869
H -1.923 -0.488 -0.846
O 1.731 -0.659 0.196
C -1.103 -0.508 -0.128

## Properties
net charge: 0
HOMO level: -9.92 eV

The net atomic charges from Mulliken, expressed in e, are: number 1, C, carries 0.15; number 2, O, carries -0.37; number 3, H, carries 0.28; number 4, O, carries -0.20; number 5, H, carries 0.33; number 6, H, carries 0.29; number 7, H, carries 0.22; number 8, O, carries -0.34; number 9, C, carries -0.36

Top of the stability list: P, leading by 0.877 eV.

## P
ORCA calculation (ωB97M-V/def2-TZVPD) on B3F12Tl as an isolated structure.

Atoms and positions in Å:
B 1.195 -3.156 3.943
B 2.599 1.755 -0.497
F -4.178 2.549 -4.272
Tl -1.279 -1.244 -0.242
F 1.445 2.101 0.183
F 2.870 0.519 -0.216
F 1.645 -1.968 4.619
B -3.502 1.668 -3.435
F -4.006 0.315 -3.495
F 1.577 -4.236 4.673
F -2.098 1.456 -3.664
F 3.608 2.618 -0.114
F 2.274 1.856 -1.820
F -3.658 1.995 -2.099
F 1.674 -3.142 2.642
F -0.168 -3.085 3.794

## Properties
net charge: 0
HOMO level: -12.46 eV

The net atomic charges from Mulliken, expressed in e, are: number 1, B, carries 0.61; number 2, B, carries 0.54; number 3, F, carries -0.32; number 4, Tl, carries 1.01; number 5, F, carries -0.21; number 6, F, carries -0.16; number 7, F, carries -0.22; number 8, B, carries 0.61; number 9, F, carries -0.24; number 10, F, carries -0.24; number 11, F, carries -0.23; number 12, F, carries -0.21; number 13, F, carries -0.20; number 14, F, carries -0.25; number 15, F, carries -0.26; number 16, F, carries -0.24

## Q
ORCA calculation (ωB97M-V/def2-TZVPD) on B3F12Tl as an isolated structure.

Atoms and positions in Å:
F -6.704 6.944 -13.482
F -7.363 6.885 -18.181
F -4.009 9.759 -15.668
B -3.058 10.220 -16.625
Tl -5.531 8.659 -17.617
F -3.842 10.963 -17.575
F -9.154 7.584 -19.511
F -6.999 8.576 -15.104
F -4.924 7.649 -14.765
F -6.568 6.466 -15.744
B -8.022 7.949 -18.840
F -2.086 10.956 -16.034
F -8.464 8.761 -17.746
F -7.035 8.662 -19.571
F -2.676 9.030 -17.323
B -6.300 7.398 -14.704

## Properties
net charge: 0
HOMO level: -13.46 eV

The net atomic charges from Mulliken, expressed in e, are: number 1, F, carries -0.26; number 2, F, carries -0.24; number 3, F, carries -0.20; number 4, B, carries 0.49; number 5, Tl, carries 1.82; number 6, F, carries -0.33; number 7, F, carries -0.27; number 8, F, carries -0.29; number 9, F, carries -0.28; number 10, F, carries -0.29; number 11, B, carries 0.55; number 12, F, carries -0.24; number 13, F, carries -0.31; number 14, F, carries -0.30; number 15, F, carries -0.34; number 16, B, carries 0.49

Top of the stability list: Q, leading by 5.508 eV.